Record 1
Density functional theory data (wB97M-V/def2-TZVPD) for a 7-piece molecular cluster, C6H24BrN12O6 overall.

Results
HOMO level   -6.9 eV
Orbital gap   9.4 eV
LUMO level   2.49 eV
Multiplicity   1
Total charge   -1

Cartesian coordinates (Å):
1 Br -0.25 -0.08 -0.91
2 C 0.09 3.54 1.33
3 O -0.17 4.43 2.15
4 N -0.83 2.88 0.55
5 N 1.37 3.18 1.14
6 H -0.47 2.16 -0.09
7 H -1.73 3.32 0.50
8 H 2.05 3.75 1.60
9 H 1.56 2.63 0.32
10 C -3.27 -2.56 1.07
11 O -3.31 -2.75 -0.15
12 N -2.37 -1.71 1.63
13 N -4.12 -3.17 1.93
14 H -1.81 -1.12 1.04
15 H -2.44 -1.62 2.63
16 H -4.24 -2.95 2.89
17 H -4.51 -4.02 1.54
18 C 0.63 0.57 3.68
19 O 1.51 -0.27 3.82
20 N 0.35 1.55 4.61
21 N -0.15 0.66 2.56
22 H 0.92 1.50 5.43
23 H 0.08 2.47 4.30
24 H 0.09 0.08 1.78
25 H -0.95 1.27 2.52
26 C 1.48 -1.18 -4.48
27 O 2.10 -1.65 -5.44
28 N 0.49 -0.25 -4.61
29 N 1.84 -1.47 -3.20
30 H 0.14 -0.13 -5.55
31 H -0.13 -0.19 -3.82
32 H 2.72 -1.93 -3.11
33 H 1.22 -1.14 -2.46
34 C 1.08 -4.26 0.97
35 O 1.74 -5.30 1.03
36 N 1.01 -3.49 -0.14
37 N 0.35 -3.79 2.03
38 H 0.50 -2.62 -0.21
39 H 1.62 -3.73 -0.90
40 H -0.12 -2.91 2.05
41 H 0.43 -4.36 2.86
42 C 0.65 3.63 -2.96
43 O 0.61 4.80 -3.34
44 N -0.44 2.79 -2.93
45 N 1.82 3.00 -2.65
46 H -1.32 3.16 -3.21
47 H -0.24 1.82 -2.74
48 H 1.70 2.08 -2.24
49 H 2.71 3.41 -2.83


Record 2
Density functional theory data (wB97M-V/def2-TZVPD) for a 7-piece molecular cluster, C6H24ClO10 overall.

Results
HOMO level   -6.8 eV
Orbital gap   9.5 eV
LUMO level   2.68 eV
Multiplicity   1
Total charge   -1

Cartesian coordinates (Å):
1 Cl 0.41 0.45 -1.28
2 O -0.27 1.08 -2.38
3 O -0.06 -0.93 -1.12
4 O 1.81 0.37 -1.58
5 O 0.21 1.17 -0.06
6 C -2.98 3.42 -1.65
7 O -2.24 3.20 -2.84
8 H -3.20 2.47 -1.16
9 H -2.45 4.02 -0.91
10 H -3.89 3.94 -1.96
11 H -1.51 2.60 -2.63
12 C -2.89 -0.41 0.79
13 O -4.20 -0.94 1.03
14 H -2.50 -0.64 -0.20
15 H -2.96 0.66 0.94
16 H -2.17 -0.79 1.53
17 H -4.13 -1.88 0.87
18 C -1.35 -4.20 -1.42
19 O -2.76 -4.34 -1.25
20 H -1.11 -3.16 -1.65
21 H -0.80 -4.37 -0.48
22 H -0.99 -4.86 -2.20
23 H -2.94 -5.28 -1.15
24 C 3.33 2.54 0.31
25 O 3.91 3.24 1.40
26 H 4.02 2.42 -0.53
27 H 3.03 1.54 0.64
28 H 2.41 2.99 -0.08
29 H 3.37 3.02 2.16
30 C 1.26 2.14 3.39
31 O 2.50 2.72 3.83
32 H 1.41 1.67 2.42
33 H 0.99 1.35 4.11
34 H 0.45 2.87 3.33
35 H 2.36 3.08 4.71
36 C 2.47 -3.86 -0.93
37 O 2.38 -2.69 -0.12
38 H 1.65 -4.55 -0.68
39 H 2.38 -3.58 -1.98
40 H 3.43 -4.34 -0.73
41 H 1.65 -2.16 -0.46